[1]
64
Properties=species:S:1:pos:R:3:forces:R:3:mulliken_charge:R:1 method="wB97M-V/def2-TZVPD" lumo_ev="-11.2056 / -11.2259" e_homo_ev="-16.1 / -16.1" orbital_gap_ev="4.9 / 4.9" total_charge=+3 energy_ha=-2453.65837 e_above_lowest_ev=5.2091
Ir -0.196 -0.428 0.378 1.21 1.83 0.53 1.698
S -0.145 -1.533 2.768 -0.28 -0.05 -1.58 0.033
S -2.558 -1.604 0.329 1.41 0.39 0.26 -0.030
S -3.327 0.305 3.479 0.10 0.32 -0.34 -0.102
O -0.196 6.257 -0.930 0.68 0.09 0.09 -0.405
O -0.378 1.645 -0.041 -1.50 -3.30 0.23 -1.188
O 1.976 0.397 0.469 -1.84 -2.04 0.17 -0.682
N 1.630 -3.654 -2.944 0.26 -0.40 -0.42 0.003
N 0.730 -1.965 -1.292 -0.77 0.31 1.35 0.359
C 1.757 -1.341 -2.132 0.35 0.65 -0.01 -0.368
C 2.324 -2.362 -3.148 0.44 0.69 -0.23 -0.882
C 1.757 5.133 -0.376 -0.46 -0.12 -0.08 -0.933
C -0.352 -2.457 -2.145 -0.53 -0.07 -0.18 -0.270
C 1.339 -3.088 -0.576 0.22 -0.41 0.39 -0.231
C -1.582 6.381 -1.184 -0.80 -0.05 -0.12 -0.805
C -1.698 -2.528 2.861 0.17 -0.06 0.07 -0.539
C -0.584 -0.158 3.880 0.10 0.33 -0.49 -0.785
C 2.507 1.524 0.417 0.01 1.60 -0.21 1.140
C -4.078 -0.841 1.024 -0.04 0.51 -0.25 -0.705
C -3.976 0.470 1.781 0.23 -0.20 0.57 -0.603
C -2.250 -2.967 1.522 0.34 0.32 -0.08 -0.848
C -0.309 3.890 -0.504 -0.30 -0.31 0.01 -0.136
C 1.784 2.736 0.082 -0.59 -0.68 0.06 0.035
C 0.351 2.695 -0.148 1.53 1.87 -0.03 0.497
C -1.576 0.821 3.277 -0.45 0.09 0.15 0.531
C 1.890 -4.137 -1.569 0.24 -0.40 0.80 -0.873
C 2.426 3.982 -0.053 -0.05 0.00 0.00 -1.046
C 3.980 1.572 0.706 -0.03 -0.32 0.04 -1.257
C 0.178 -3.482 -3.171 -0.85 0.07 -0.23 -0.928
C 0.355 5.108 -0.615 0.51 -0.30 0.13 0.562
H -1.117 -2.915 -1.516 0.08 0.03 -0.10 0.103
H 3.490 4.068 0.090 0.05 -0.03 0.05 0.313
H 1.414 -5.110 -1.432 0.00 0.10 -0.16 0.399
H -2.172 6.104 -0.307 0.11 0.04 0.00 0.350
H 0.362 0.347 4.081 0.04 -0.08 0.05 0.457
H -3.407 1.227 1.245 -0.06 0.04 -0.06 0.212
H 4.157 1.144 1.693 -0.06 0.01 0.06 0.340
H -1.888 5.769 -2.037 0.11 0.04 0.02 0.340
H 2.139 -2.694 0.053 -0.07 -0.06 -0.02 0.533
H 2.547 -0.967 -1.478 -0.09 -0.04 -0.10 0.178
H 2.167 -2.032 -4.177 -0.05 -0.14 0.10 0.321
H -0.323 -4.446 -3.065 0.19 0.02 0.00 0.414
H -0.948 -0.593 4.811 0.11 -0.16 -0.01 0.514
H -0.805 -1.605 -2.654 -0.01 -0.07 0.04 0.541
H 1.990 -4.340 -3.615 -0.01 0.08 0.07 0.317
H 2.280 6.071 -0.461 0.04 0.12 -0.03 0.520
H -1.494 1.772 3.805 0.18 0.02 -0.11 0.559
H 4.506 0.929 0.002 0.01 -0.02 -0.10 0.306
H 4.414 2.561 0.672 0.00 -0.03 0.01 0.386
H 0.014 -3.131 -4.192 0.18 -0.10 0.07 0.295
H -1.456 -3.409 3.456 0.06 -0.01 0.00 0.553
H -1.368 3.812 -0.700 -0.11 0.05 0.04 0.497
H -4.997 0.834 1.915 0.05 0.07 -0.12 0.471
H -4.709 -0.687 0.148 0.02 -0.11 -0.08 0.525
H -2.426 -1.923 3.405 0.11 -0.10 -0.11 0.247
H -1.362 0.980 2.212 -0.11 0.17 0.32 -0.802
H 2.966 -4.273 -1.438 -0.12 0.01 -0.18 0.309
H -1.747 7.431 -1.415 0.02 -0.12 0.03 0.257
H 0.589 -3.540 0.075 0.08 0.03 -0.08 0.060
H -1.572 -3.656 1.012 -0.05 0.03 -0.02 0.258
H 3.397 -2.513 -3.006 -0.16 -0.09 0.00 0.390
H -4.539 -1.607 1.646 0.09 -0.11 -0.07 0.402
H -3.196 -3.492 1.676 0.02 0.06 -0.14 0.656
H 1.317 -0.486 -2.648 0.02 -0.07 0.03 0.538

---

[2]
39
Properties=species:S:1:pos:R:3:forces:R:3:mulliken_charge:R:1 method="wB97M-V/def2-TZVPD" lumo_ev=-3.0753 e_homo_ev=-6.0 orbital_gap_ev=2.9 total_charge=-2 energy_ha=-5466.42463 e_above_lowest_ev=0.2093
In -0.088 0.543 0.246 -0.15 -0.88 0.37 2.107
S -2.492 -2.807 1.251 -0.17 -1.67 9.23 0.856
S 1.366 2.944 -2.676 6.68 4.18 4.63 1.023
S 2.045 -3.122 0.592 0.82 -4.74 10.87 0.849
S -0.346 1.908 -3.916 -2.67 -4.34 -3.51 0.896
S 2.426 -2.183 -1.468 -1.26 1.91 -6.27 0.879
S -2.112 -2.395 -0.974 0.11 -4.07 -13.89 0.681
P -0.128 0.918 3.960 -0.36 -0.60 2.20 1.222
F -1.441 0.953 2.936 0.72 -0.55 -0.03 -0.367
F -1.893 -2.027 2.592 -0.80 -0.51 -1.53 -0.246
F 2.395 -0.677 -2.096 0.13 -0.61 1.19 -0.216
F 0.505 2.099 3.026 0.54 -0.30 0.10 -0.333
F -1.286 -1.376 -1.882 0.52 1.14 -0.52 -0.204
F 2.037 2.929 -1.166 0.08 -0.66 -0.17 -0.351
F 0.660 -0.169 2.990 -0.65 0.42 -0.40 -0.380
F 0.985 -3.093 1.857 0.35 0.24 -1.26 -0.305
F -0.824 2.089 4.866 0.04 -1.04 -0.42 -0.377
F 1.115 0.864 5.039 -0.47 0.47 -1.42 -0.371
F -0.800 -0.341 4.824 0.25 1.67 -1.29 -0.375
F -1.046 0.475 -3.698 -0.05 1.18 0.02 -0.220
O 1.644 -2.871 -2.509 1.66 0.96 2.81 -0.524
O 3.289 -3.003 1.420 -2.44 -0.08 -3.01 -0.612
O 0.736 4.231 -2.522 -0.08 -0.42 -1.85 -0.591
O -3.951 -2.660 1.463 3.27 -0.18 -1.67 -0.570
O -0.197 5.526 1.126 1.18 -1.43 0.22 -0.434
O -1.866 -4.133 1.482 -1.81 3.18 -1.80 -0.520
O -0.446 3.397 0.766 1.84 -1.19 0.25 -0.362
O 1.722 -4.416 0.021 0.82 1.94 -0.63 -0.522
O -1.318 -3.613 -1.243 -2.69 1.62 0.79 -0.539
O -2.028 4.785 0.598 -1.92 -0.72 -0.45 -0.472
O -3.450 -2.204 -1.561 2.02 -0.92 1.97 -0.640
O -1.426 2.851 -4.127 1.60 -0.86 1.42 -0.552
O 0.460 1.611 -5.120 -0.73 1.24 3.12 -0.546
O 2.568 2.726 -3.474 -2.64 0.38 0.44 -0.565
O 3.833 -2.475 -1.306 -1.80 0.33 0.34 -0.536
N -0.872 4.532 0.841 -0.78 2.65 -0.22 1.009
N 1.510 -1.833 -0.050 1.13 1.06 -4.03 0.043
N 0.445 1.758 -2.358 -2.39 -1.13 -3.23 0.028
N -1.733 -1.742 0.250 0.10 2.32 7.62 0.135

---

[3]
174
Properties=species:S:1:pos:R:3:forces:R:3:mulliken_charge:R:1 method="wB97M-V/def2-TZVPD" lumo_ev=-2.4739 e_homo_ev=-11.1 orbital_gap_ev=8.6 total_charge=+1 energy_ha=-9318.66249
I -5.776 -3.395 -1.735 0.56 0.43 0.43 0.119
I -3.421 -3.002 -4.207 0.84 0.41 0.43 0.065
Cl 1.256 3.295 1.050 0.15 -0.51 -0.23 -0.212
Cl -1.243 2.159 0.155 0.00 -1.11 -0.33 -0.137
S -8.428 -3.498 2.862 -0.27 -0.71 0.10 1.164
S 10.111 0.132 3.907 -0.22 0.01 0.89 1.113
S 2.247 6.326 -5.493 -0.33 0.53 0.36 1.046
S -3.358 -6.853 -2.303 -0.57 -0.54 -0.40 1.184
S 11.747 -2.713 8.761 0.13 -0.69 -0.02 1.047
S -8.840 0.206 2.813 -0.21 -0.01 -0.52 1.101
S 9.136 1.224 0.227 0.06 0.29 -0.01 0.991
S -1.854 8.594 1.109 -0.04 -0.43 0.20 1.084
O 8.947 0.836 -1.129 -0.15 -0.21 0.00 -0.577
O -9.373 1.993 -4.209 -0.26 0.20 -0.33 -0.535
O 12.719 -2.274 9.687 -0.04 0.35 0.20 -0.557
O 1.657 6.238 -6.774 0.06 -0.31 -0.24 -0.572
O -9.313 -4.644 3.569 0.48 0.08 -0.05 -0.357
O 1.255 5.635 -4.431 -0.04 0.21 -0.28 -0.249
O 9.564 2.773 0.254 -0.13 -0.23 0.38 -0.345
O -3.357 -8.356 -2.855 0.09 0.46 -0.26 -0.298
O -7.255 1.684 -3.583 0.06 -0.12 -0.88 -0.113
O -3.505 -6.886 -0.895 0.18 0.37 0.23 -0.620
O -9.398 -0.599 1.536 0.05 2.87 -1.02 -0.162
O 9.197 -0.813 4.827 -0.20 0.62 -0.15 -0.372
O 9.969 0.517 1.117 0.82 -0.47 -2.76 -0.405
O -9.688 -0.028 3.920 0.11 0.07 0.29 -0.547
O 11.168 -0.643 3.378 0.17 0.05 -0.27 -0.590
O -2.304 -6.143 -2.934 0.28 0.13 0.24 -0.506
O 10.709 1.059 5.079 0.04 -0.39 -0.16 -0.409
O -2.731 8.899 0.041 0.02 0.19 -0.22 -0.530
O -2.572 7.532 2.079 0.48 0.16 0.01 -0.339
O 9.262 0.918 3.088 -0.65 0.24 2.38 -0.335
O -9.299 -2.512 2.329 0.53 -2.32 0.90 -0.475
O -7.852 -4.399 1.652 -0.55 0.14 0.07 -0.176
O 12.477 -3.529 7.592 -0.54 0.14 -0.02 -0.296
O 10.946 -3.940 9.411 0.35 0.15 -0.08 -0.325
O 3.570 5.885 -5.236 -0.02 0.22 -0.27 -0.552
O -7.356 -3.175 3.725 0.10 0.24 0.15 -0.586
O -7.436 0.014 2.877 0.10 -0.14 0.14 -0.509
O -1.254 9.594 1.907 -0.06 0.25 0.06 -0.521
O 10.814 -1.822 8.161 0.47 -0.16 0.87 -0.519
O -4.754 -6.390 -2.943 0.20 -0.36 0.27 -0.118
O -9.122 1.695 2.275 -0.32 -0.22 0.10 -0.322
O 2.345 1.223 -2.154 -0.59 -0.29 0.21 0.043
O 2.107 7.831 -4.963 0.23 -0.42 0.27 -0.308
O -0.703 7.618 0.546 -0.40 -0.04 -0.11 -0.317
O 7.679 1.399 0.893 0.06 0.17 -0.51 -0.233
N -1.274 -0.864 -1.057 -0.17 0.56 0.34 1.402
N 0.465 -0.874 -3.023 -0.92 -1.10 0.58 0.532
C 0.972 7.929 -4.094 -0.55 0.08 -0.16 -0.405
C -9.383 1.646 0.872 0.33 0.08 -0.41 -0.224
C -1.326 -2.136 -1.771 -1.57 -1.14 -1.88 3.912
C 9.585 -0.648 6.207 0.07 0.09 -0.37 -0.191
C -5.047 2.579 -1.915 0.21 0.06 -0.30 -0.556
C 0.271 -4.164 -1.587 -0.08 1.76 0.63 -2.187
C 2.420 -0.159 -1.911 1.05 -0.77 -0.07 -1.820
C 5.891 1.745 -2.947 1.60 -0.06 0.06 -1.005
C 7.529 2.732 1.391 0.10 0.20 0.53 -0.239
C -8.354 1.382 -4.342 -0.21 -0.39 0.48 0.630
C -0.622 -1.929 -3.139 -0.51 1.00 -0.67 -3.142
C 0.142 1.040 -0.018 -0.36 1.72 -0.17 -0.532
C 12.384 -4.933 7.864 0.35 -0.32 0.35 -0.335
C -5.231 -7.390 -3.852 0.11 -0.09 -0.55 -0.372
C 10.024 0.794 6.308 -0.48 0.22 0.20 -0.368
C 1.084 -0.858 -1.634 1.99 0.46 -1.18 0.003
C -7.011 3.097 -3.505 0.78 0.66 0.44 -0.688
C 0.298 -1.186 0.900 0.83 -0.27 1.04 -0.541
C 4.598 3.323 -4.087 1.27 1.43 -1.31 -0.307
C -1.009 -1.342 1.716 0.07 0.02 0.37 -1.591
C -8.145 0.227 -5.298 0.47 0.24 0.72 -1.012
C -0.945 -3.478 -1.072 1.42 -1.64 0.14 -0.012
C 2.558 0.991 0.752 0.65 0.81 0.29 -1.213
C 1.333 -4.478 -2.055 -0.11 -1.04 -0.25 -0.145
C -10.062 0.315 0.655 -0.45 0.18 0.16 -0.495
C 8.410 3.581 0.502 -0.34 0.14 -0.43 -0.322
C -3.645 1.960 -2.063 -0.65 -0.84 -0.20 -0.833
C -3.581 -2.579 0.219 -0.99 -0.85 0.22 -0.889
C 11.058 -5.096 8.571 -0.31 -0.18 -0.42 -0.306
C -2.824 -2.546 -2.174 -0.96 0.41 -0.30 -1.846
C 1.300 -2.353 1.003 0.58 -0.83 1.14 -0.414
C -2.128 6.212 1.752 -0.23 -0.28 -0.41 -0.315
C -2.048 0.150 -1.792 -1.04 0.35 -1.03 -1.921
C 1.226 1.633 0.488 0.85 -0.64 0.31 0.548
C -3.783 -2.747 -1.269 -0.40 0.30 0.16 -0.109
C 5.848 2.810 -3.801 -0.04 0.09 -0.02 -0.982
C 0.091 -0.438 -0.517 -1.58 -0.71 0.86 1.886
C 0.897 6.580 -3.414 0.25 0.12 0.48 -0.199
C -9.376 -5.800 2.737 -0.35 -0.13 -0.38 -0.426
C 3.468 2.795 -3.550 -1.92 0.44 -0.18 -0.442
C -8.084 -5.782 1.950 0.37 -0.28 0.28 -0.355
C -3.426 0.631 -1.260 0.65 1.48 -0.53 -1.073
C -5.516 3.260 -3.234 -0.14 -0.05 0.38 -0.730
C 2.012 -2.360 2.406 0.08 0.68 -1.24 -1.352
C -4.671 -8.692 -3.322 -0.46 -0.18 0.31 -0.435
C 3.513 1.738 -2.674 0.47 0.25 -0.30 0.348
C 4.753 1.236 -2.385 0.10 -1.55 1.15 0.156
C -0.700 6.395 1.287 0.30 -0.16 0.45 0.103
H -10.244 -5.704 2.080 0.02 -0.04 -0.02 0.286
H -3.356 -1.570 0.550 0.31 -0.10 -0.32 -0.099
H -1.268 -1.433 -3.868 -0.36 -0.48 0.35 0.749
H 0.125 0.054 -3.280 -0.12 -0.03 0.08 0.515
H -1.673 -4.283 -1.245 -0.34 0.64 -0.27 -0.005
H 10.400 -1.316 6.404 0.08 -0.06 -0.26 0.335
H 4.905 0.399 -1.710 -0.19 0.07 -0.01 0.351
H -4.622 -9.466 -4.082 0.29 0.02 0.02 0.325
H 0.089 8.115 -4.709 -0.02 0.00 0.05 0.327
H 0.789 -0.519 1.615 0.15 0.57 -1.02 1.396
H -2.849 -3.326 0.540 0.03 0.45 0.11 -0.045
H -5.063 3.341 -1.126 0.01 -0.23 0.03 0.392
H 10.682 0.964 7.156 0.19 0.01 -0.16 0.324
H 2.151 -2.272 0.313 -0.43 0.03 -0.23 0.010
H 8.693 4.520 0.970 0.25 -0.10 0.02 0.347
H 6.758 3.225 -4.215 -0.13 0.01 -0.08 0.481
H -11.116 0.357 0.940 0.00 0.03 -0.04 0.312
H -6.317 -7.389 -3.885 0.01 0.18 0.19 0.321
H -9.478 -6.698 3.341 0.02 0.14 0.18 0.306
H -0.360 5.573 0.661 -0.02 0.15 -0.18 -0.095
H 1.310 -2.201 3.225 0.17 -0.28 0.03 0.302
H -5.735 1.782 -1.605 0.01 0.19 -0.21 0.385
H -2.826 2.668 -1.915 -0.20 0.02 0.12 0.299
H 2.892 -0.597 -2.817 -0.48 -0.20 0.13 1.075
H -8.146 -6.363 1.033 0.02 0.22 -0.13 0.318
H 1.098 8.745 -3.388 0.25 0.03 -0.10 0.311
H 7.926 3.784 -0.457 -0.03 0.05 0.03 0.264
H 2.606 -3.272 2.490 -0.30 -0.01 0.33 0.420
H 13.219 -5.209 8.512 -0.02 -0.04 -0.01 0.291
H -3.591 1.636 -3.119 0.17 0.17 0.20 0.208
H 2.510 3.221 -3.839 -0.01 -0.05 0.13 0.356
H 10.226 -5.085 7.863 0.02 -0.03 0.00 0.268
H -3.443 0.796 -0.181 -0.11 -0.14 -0.13 0.214
H -7.248 -6.144 2.553 -0.03 -0.05 -0.01 0.297
H -1.449 1.027 -2.087 0.10 -0.14 0.72 1.200
H 3.149 -0.487 -1.162 -0.30 0.58 0.26 0.340
H -0.097 6.366 -3.028 -0.02 -0.16 -0.18 0.284
H 11.013 -6.004 9.166 0.00 0.16 0.21 0.317
H 2.924 1.340 1.727 -0.21 -0.14 -0.11 0.553
H 2.592 -0.093 0.776 -0.23 0.12 -0.21 -0.419
H -2.389 -0.142 -2.806 0.58 -0.80 0.30 0.416
H 1.625 6.502 -2.604 -0.02 0.03 0.01 0.241
H 4.568 4.177 -4.777 -0.34 -0.63 0.48 0.501
H -1.411 -2.356 1.753 -0.18 0.21 -0.42 0.317
H 12.439 -5.507 6.943 0.00 0.26 -0.14 0.321
H -4.494 -2.870 0.752 0.12 0.14 -0.17 0.836
H -0.945 -3.436 0.015 0.44 0.43 -0.15 0.753
H -5.249 -9.057 -2.470 -0.03 -0.01 -0.04 0.304
H 1.126 -1.163 -3.742 0.55 0.39 0.36 0.636
H -7.584 3.593 -2.716 -0.24 -0.33 -0.05 0.228
H 6.858 1.312 -2.703 -0.19 -0.08 0.14 0.494
H 6.485 3.037 1.352 -0.04 -0.21 -0.16 0.335
H -2.762 5.831 0.947 0.03 -0.06 0.01 0.309
H -0.851 -1.095 2.776 0.38 -0.07 -0.27 0.430
H -7.264 3.566 -4.461 -0.10 -0.08 0.16 0.475
H -1.739 -0.595 1.397 -0.07 -0.42 -0.14 0.273
H -8.427 1.690 0.347 0.02 0.01 -0.10 0.151
H 1.412 -1.903 -1.549 -0.46 0.15 0.49 -0.784
H -2.205 5.555 2.613 -0.07 0.22 0.14 0.321
H -7.622 -0.577 -4.767 -0.14 0.07 -0.14 0.262
H 2.074 -5.100 -2.510 0.21 0.31 0.05 0.508
H -0.283 -2.834 -3.642 0.46 0.12 0.39 0.414
H 3.287 1.384 0.031 -0.09 -0.18 0.15 0.420
H 7.873 2.749 2.426 0.01 0.00 -0.01 0.177
H 9.167 1.469 6.373 0.01 -0.01 0.03 0.261
H -5.253 4.321 -3.146 -0.26 -0.06 -0.29 0.398
H -10.002 2.486 0.567 -0.01 0.07 0.25 0.347
H -7.461 0.582 -6.077 -0.25 -0.15 -0.06 0.274
H -9.980 -0.027 -0.370 0.14 -0.21 -0.05 0.346
H 8.756 -0.879 6.868 -0.13 -0.06 -0.21 0.326
H -4.997 2.878 -4.121 0.13 -0.11 0.30 0.331
H 0.917 -3.373 0.915 -0.35 0.29 -0.49 0.618
H -9.101 -0.112 -5.690 0.15 0.09 -0.08 0.332
H -4.838 -7.163 -4.845 -0.02 -0.03 0.00 0.294
H -0.020 6.511 2.134 -0.02 -0.04 0.01 0.317
H 2.740 -1.536 2.375 -0.20 -0.07 0.45 0.276
H -4.249 -0.008 -1.589 0.26 -0.34 0.35 0.600